1.
# C4H13NO3

A 2-piece molecular cluster, C4H13NO3 overall (the ωB97M-V functional and the def2-TZVPD basis, OMol25).

```
21
Properties=species:S:1:pos:R:3:nbo_charge:R:1
C 0.70 1.13 1.31 -0.08
O 0.01 0.76 2.56 -0.74
C 0.43 0.10 0.25 -0.09
C 0.04 0.72 -1.16 0.11
C -0.75 -0.18 -2.20 -0.66
O 1.40 0.97 -1.65 -0.75
N 1.29 -1.12 0.00 -0.84
H 1.77 1.27 1.54 0.19
H 0.15 2.09 1.10 0.20
H -0.53 -0.45 0.61 0.18
H -0.53 1.65 -1.01 0.17
H -0.39 0.01 -3.21 0.22
H -1.67 0.43 -2.18 0.21
H -0.99 -1.21 -2.05 0.23
H 1.40 1.53 -2.43 0.47
H 2.24 -0.92 0.27 0.35
H 1.34 -1.35 -1.01 0.37
H 0.54 0.11 3.04 0.47
H -2.71 -2.33 1.75 0.46
H -1.69 -1.23 2.03 0.47
O -2.04 -2.00 2.44 -0.93
```

Output
- structure (SMILES) = C[C@H](O)[C@@H](N)CO.O
- maximum force (Eh/bohr) = 0.09185
- multiplicity = 1
- energy above the lowest of the compared OMol25 structures with the same formula, charge and spin (kJ/mol) = 270.6

2.
# C4H13NO3

A 3-piece molecular cluster, C4H13NO3 overall (the ωB97M-V functional and the def2-TZVPD basis, OMol25).

```
21
Properties=species:S:1:pos:R:3:nbo_charge:R:1
C 0.72 0.77 -1.28 -0.42
N 0.84 1.04 0.11 -0.63
C -0.14 2.19 0.42 -0.24
C -1.53 1.43 0.68 -0.53
C -2.52 2.08 1.67 0.45
O -3.62 1.62 1.71 -0.51
H -0.11 0.06 -1.51 0.18
H 1.72 0.25 -1.68 0.20
H 0.65 1.58 -1.95 0.17
H 1.81 1.27 0.26 0.36
H -0.12 3.08 -0.26 0.19
H 0.07 2.49 1.43 0.19
H -1.96 1.10 -0.25 0.23
H -1.26 0.47 1.16 0.25
H -2.03 2.81 2.36 0.11
H 0.91 -4.57 0.25 0.45
H 2.18 -4.54 -0.45 0.48
O 1.72 -5.09 0.17 -0.94
H 0.93 -2.34 -0.22 0.48
H 0.52 -3.03 -1.56 0.48
O 1.23 -2.67 -1.06 -0.96
```

Output
- structure (SMILES) = CNCCC=O.O.O
- maximum force (Eh/bohr) = 0.09221
- multiplicity = 1
- energy above the lowest of the compared OMol25 structures with the same formula, charge and spin (kJ/mol) = 282.2

3.
# C4H13NO3

A 3-piece molecular cluster, C4H13NO3 overall (the ωB97M-V functional and the def2-TZVPD basis, OMol25).

```
21
Properties=species:S:1:pos:R:3:mulliken_spin:R:1
C -0.23 1.28 -0.95 -0.01
N -0.22 0.12 -1.50 0.03
C 0.13 -1.57 0.27 0.00
C 0.67 -0.97 -1.05 0.01
C 2.12 -0.51 -0.97 0.01
O 0.56 1.74 -0.10 0.85
H -1.02 1.99 -1.27 0.08
H -1.01 -0.11 -2.07 0.00
H 0.96 -1.92 0.88 0.00
H -0.38 -2.52 0.09 0.00
H -0.52 -0.91 0.80 0.00
H 0.56 -1.73 -1.80 0.00
H 2.22 0.57 -1.16 0.01
H 2.68 -0.73 -0.06 0.00
H 2.67 -0.93 -1.79 0.01
H -3.51 1.72 0.65 0.00
H -2.18 1.00 1.15 0.00
O -2.64 1.39 0.39 0.00
H -0.22 0.75 2.08 0.00
H 0.02 0.49 3.51 0.00
O -0.67 0.84 2.92 0.00
```

Output
- net charge = +1
- maximum force (Eh/bohr) = 0.02509
- multiplicity = 2
- energy above the lowest of the compared OMol25 structures with the same formula, charge and spin (kJ/mol) = 138.9

4.
# C4H13NOS

A 2-piece molecular cluster, C4H13NOS overall (the ωB97M-V functional and the def2-TZVPD basis, OMol25).

```
20
Properties=species:S:1:pos:R:3:nbo_charge:R:1
C -1.49 0.58 1.64 -0.43
N -0.07 0.58 1.30 -0.60
C 0.07 -0.67 0.29 -0.06
C 1.65 -1.00 0.05 -0.56
S 2.50 -2.40 0.72 -0.02
C -0.75 -0.57 -1.08 -0.67
H -1.83 -0.44 1.74 0.19
H -2.12 1.09 0.90 0.17
H -1.85 0.91 2.59 0.20
H 0.02 1.29 0.60 0.34
H -0.14 -1.62 0.83 0.21
H 2.19 -0.02 0.19 0.23
H 1.69 -1.33 -0.98 0.21
H 2.97 -1.65 1.84 0.14
H -1.09 -1.52 -1.56 0.22
H -0.49 -0.04 -1.93 0.22
H -1.77 -0.10 -0.93 0.21
H -0.14 2.04 -2.76 0.47
H 0.14 2.71 -1.40 0.46
O 0.53 2.17 -2.03 -0.93
```

Output
- structure (SMILES) = CN[C@@H](C)CS.O
- maximum force (Eh/bohr) = 0.07485
- multiplicity = 1
- energy above the lowest of the compared OMol25 structures with the same formula, charge and spin (kJ/mol) = 267.0